24
Properties=species:S:1:pos:R:3:forces:R:3:mulliken_charge:R:1 method="wB97M-V/def2-TZVPD" de_lowest_kj_mol=627.2 lumo_energy_ev=-0.34 energy_ev=-16635.50963 orbital_gap_ev=8.177
O 0.848133 0.346367 -1.616834 6.44 1.66 -5.86 -0.655
O 3.113465 -0.201801 1.691140 -0.47 -0.08 0.44 -0.575
O 0.446533 -2.035099 1.048079 0.20 0.23 0.23 -0.635
O -1.837322 -2.243770 -0.976617 -0.29 -0.51 -0.02 -0.532
O 0.578222 3.413092 -0.095455 -0.26 -0.06 0.19 -0.601
O 4.022427 -0.248468 -0.846599 0.04 -0.06 -0.36 -0.625
O -0.543024 -0.066349 -0.498350 -7.10 -0.86 6.46 -0.334
O -4.896274 0.792486 0.522969 0.08 0.10 0.14 -0.620
H -0.004363 0.340856 -2.066511 0.97 -0.22 -0.37 0.343
H 0.964429 -1.429318 1.590115 0.01 -0.46 0.40 0.315
H -2.705682 -2.024743 -0.620290 0.00 0.10 -0.11 0.293
H 4.092003 0.140042 -1.725922 -0.09 -0.06 0.04 0.319
H -0.951775 0.799071 -0.384506 -0.02 -0.04 0.12 0.164
H -4.212914 1.004860 1.168652 -0.07 -0.04 -0.06 0.309
H -1.962456 -3.107937 -1.384717 0.02 -0.03 0.05 0.270
H -0.479892 -0.415594 0.397770 -0.46 -0.06 -0.12 0.088
H 0.398707 3.182118 0.822922 0.09 0.10 -0.07 0.297
H 2.286207 -0.430353 1.252507 0.31 0.22 -0.14 0.240
H 3.084197 -0.184277 -0.635424 0.29 0.24 -0.15 0.311
H -5.614142 1.400498 0.732678 0.01 -0.08 -0.07 0.312
H 0.960272 -0.562312 -1.315641 0.04 0.41 -0.57 0.347
H 0.005979 2.825169 -0.601295 0.29 0.04 -0.12 0.297
H 2.875064 0.525304 2.277206 0.11 0.04 -0.04 0.315
H -0.467790 -1.819848 1.264112 -0.13 -0.60 0.01 0.359